# 1
The following is a quantum chemistry calculation of 2 unconnected molecules or ions with the total composition C4H13NO, from the OMol25 dataset.

Each line ends with the natural charge from an NBO analysis.
CARTESIAN COORDINATES (ANGSTROEM)
C 0.012 0.516 -1.890  -0.6388
C 0.879 0.187 -0.679  -0.2338
N 0.014 -0.081 0.493  -0.4491
C 0.809 -0.354 1.705  -0.4191
C -0.721 1.160 0.843  -0.4306
H -1.033 0.290 -1.670  0.2212
H 0.096 1.549 -2.241  0.2134
H 0.263 -0.103 -2.761  0.2160
H 1.498 1.069 -0.437  0.1748
H 1.407 -0.750 -0.853  0.2048
H 1.417 0.496 2.047  0.1714
H 1.459 -1.200 1.470  0.2038
H 0.106 -0.551 2.514  0.2061
H -0.068 1.966 1.229  0.1685
H -1.194 1.622 -0.012  0.2054
H -1.442 0.924 1.621  0.2079
O -1.377 -2.532 -0.279  -0.9664
H -0.880 -1.774 0.106  0.4901
H -1.244 -2.433 -1.205  0.4544

The LUMO energy comes out at 0.955 eV. The calculation puts the HOMO-LUMO gap at 10.39 eV. As for the multiplicity: 1. The calculation puts the energy above the lowest of the compared OMol25 structures with the same formula, charge and spin at 17.8 kcal/mol.

***

# 2
The following is a quantum chemistry calculation of a gas-phase ion, C4H6NOS (charge +1), from the OMol25 dataset.

Each line ends with the natural charge from an NBO analysis.
CARTESIAN COORDINATES (ANGSTROEM)
C -2.261 -0.776 -0.104  0.1263
C -0.886 -0.969 -0.416  -0.5782
C 0.050 -0.140 0.551  -0.3653
C 0.030 1.268 -0.051  -0.3434
N -1.278 1.853 -0.018  0.1068
O -1.495 3.033 -0.044  -0.1900
S -3.766 -0.531 0.088  0.6499
H -0.683 -1.985 -0.499  0.3028
H -0.892 -0.573 -1.383  0.2917
H -0.236 -0.298 1.519  0.2383
H 0.938 -0.686 0.627  0.2632
H 0.831 1.876 0.323  0.2506
H 0.247 1.212 -1.133  0.2473

As for the charge: +1. The LUMO energy comes out at -6.009 eV. The calculation puts the HOMO-LUMO gap at 7.14 eV. As for the multiplicity: 1. The calculation puts the energy above the lowest of the compared OMol25 structures with the same formula, charge and spin at 104.1 kcal/mol.

***

# 3
The following is a quantum chemistry calculation of C3H10N2S in the gas phase, from the OMol25 dataset.

Each line ends with the natural charge from an NBO analysis.
CARTESIAN COORDINATES (ANGSTROEM)
N -0.209 -0.442 2.175  -0.8184
C -0.279 -0.934 0.781  -0.2272
C 0.023 0.225 -0.170  -0.0675
N -1.062 1.203 -0.253  -0.8311
C 0.535 -0.304 -1.507  -0.5046
S 0.830 1.000 -2.765  -0.0350
H 0.781 -0.261 2.332  0.3437
H -0.401 -1.227 2.792  0.3531
H -1.298 -1.265 0.605  0.1855
H 0.437 -1.727 0.569  0.1730
H 0.873 0.786 0.231  0.1718
H -0.862 2.034 0.288  0.3673
H -1.894 0.790 0.151  0.3567
H -0.151 -1.021 -1.955  0.2149
H 1.500 -0.778 -1.386  0.2114
H 1.174 1.921 -1.886  0.1063

The LUMO energy comes out at 0.919 eV. The calculation puts the HOMO-LUMO gap at 9.60 eV. As for the multiplicity: 1. The calculation puts the energy above the lowest of the compared OMol25 structures with the same formula, charge and spin at 7.9 kcal/mol.

***

# 4
The following is a quantum chemistry calculation of 4 unconnected molecules or ions with the total composition C3H13NO3, from the OMol25 dataset.

Each line ends with the natural charge from an NBO analysis.
CARTESIAN COORDINATES (ANGSTROEM)
C 1.202 -0.287 -1.240  -0.5669
C 0.049 0.234 -0.815  0.0526
N -0.313 1.570 -0.868  -0.6199
C -1.553 2.173 -1.316  -0.3975
H 2.136 0.263 -1.328  0.1843
H 1.334 -1.337 -1.489  0.2133
H -0.813 -0.318 -0.430  0.1948
H 0.427 2.123 -1.283  0.3546
H -2.423 1.707 -0.835  0.2018
H -1.538 3.207 -0.962  0.2015
H -1.644 2.152 -2.416  0.1807
O -2.806 -2.672 -1.671  -0.9406
H -2.419 -3.519 -1.877  0.4706
H -3.076 -2.704 -0.740  0.4706
O 1.716 0.549 1.895  -0.9258
H 2.210 0.663 1.072  0.4622
H 1.366 1.426 2.012  0.4634
O 1.790 -1.535 4.310  -0.9273
H 1.603 -2.209 3.676  0.4633
H 2.750 -1.487 4.305  0.4642

The LUMO energy comes out at 0.786 eV. The calculation puts the HOMO-LUMO gap at 8.66 eV. As for the multiplicity: 1. The calculation puts the energy above the lowest of the compared OMol25 structures with the same formula, charge and spin at 46.3 kcal/mol.

***

# 5
The following is a quantum chemistry calculation of a molecular structure, C34H33N7O5OsPS4, from the OMol25 dataset.

Each line ends with the Mulliken charge.
CARTESIAN COORDINATES (ANGSTROEM)
Os 0.932 0.118 -0.473  0.6885
C -5.350 0.122 -1.553  -0.8066
N -4.073 0.793 -1.747  0.1888
C -3.881 1.938 -2.463  -0.7487
C -2.546 2.231 -2.369  -0.5581
N -1.921 1.291 -1.612  0.4831
C -2.853 0.438 -1.245  -0.1547
P -2.605 -0.996 -0.177  -0.6771
C -1.658 -0.194 1.149  -0.5612
N -0.517 0.482 1.032  0.7898
C -0.180 0.927 2.283  -0.7342
C -1.153 0.553 3.156  -0.9074
N -2.078 -0.152 2.432  0.4049
C -3.267 -0.791 2.985  -0.8843
C -1.267 -1.857 -1.061  -0.0131
N -0.070 -1.384 -1.442  0.4064
C 0.513 -2.338 -2.237  -0.4623
C -0.340 -3.388 -2.343  -1.3459
N -1.449 -3.079 -1.605  0.3173
C -2.585 -3.980 -1.453  -0.9605
H -6.103 0.643 -2.136  0.3159
H -5.643 0.142 -0.505  0.3028
H -5.298 -0.910 -1.895  0.3074
H -4.694 2.430 -2.970  0.4417
H -2.013 3.063 -2.800  0.5456
H 0.735 1.458 2.472  0.5914
H -1.253 0.699 4.217  0.5403
H -3.288 -0.597 4.053  0.3390
H -3.226 -1.866 2.820  0.3661
H -4.168 -0.385 2.531  0.3033
H 1.494 -2.221 -2.657  0.7965
H -0.242 -4.327 -2.857  0.5302
H -3.014 -4.193 -2.430  0.3472
H -3.337 -3.519 -0.820  0.3724
H -2.246 -4.905 -0.992  0.3468
C -2.617 6.943 -0.569  -1.5492
C -1.543 5.895 -0.605  1.0352
C -0.571 5.917 -1.606  -0.7966
C 0.444 4.979 -1.636  -0.9165
C 0.479 3.996 -0.652  0.1813
C -0.473 3.948 0.352  0.0283
C -1.476 4.904 0.370  -0.9573
S 1.720 2.772 -0.792  1.4654
O 1.819 2.001 0.472  -0.6952
O 2.892 3.358 -1.350  -0.7021
N 1.100 1.564 -1.713  0.1145
C 1.651 1.293 -3.028  -0.6642
C 2.556 0.057 -2.865  0.5662
O 3.227 -0.369 -3.767  -0.6839
O 2.469 -0.474 -1.669  -0.5213
H -3.015 7.132 -1.566  0.3838
H -2.214 7.886 -0.195  0.3268
H -3.439 6.650 0.082  0.3727
H -0.603 6.689 -2.365  0.4372
H 1.210 5.017 -2.399  0.5118
H -0.429 3.183 1.112  0.3358
H -2.217 4.882 1.159  0.3890
H 2.235 2.123 -3.422  0.4886
H 0.841 1.057 -3.719  0.3277
O 1.625 -1.098 0.804  0.4881
C 2.557 -2.052 1.260  3.2234
C 2.063 -2.368 2.671  -0.8477
C 0.756 -2.364 3.064  -0.0517
C 0.583 -2.750 4.419  -1.1580
C 1.768 -3.043 5.022  -0.5563
S 3.091 -2.841 3.959  -0.1129
C 2.491 -3.319 0.411  -0.1953
C 1.745 -4.440 0.654  -0.3092
C 1.879 -5.425 -0.359  -0.9616
C 2.739 -5.036 -1.342  -0.7111
S 3.378 -3.481 -1.055  0.0687
C 3.948 -1.454 1.294  -0.5493
C 4.287 -0.137 1.298  -0.8107
C 5.688 0.068 1.421  -0.8019
C 6.378 -1.100 1.516  -0.6727
S 5.343 -2.456 1.436  0.0813
H -0.045 -2.103 2.385  0.5273
H -0.371 -2.814 4.925  0.4168
H 1.937 -3.354 6.039  0.4794
H 1.146 -4.562 1.544  0.6196
H 1.393 -6.390 -0.336  0.4899
H 3.050 -5.594 -2.211  0.4945
H 3.571 0.666 1.223  0.5194
H 6.156 1.041 1.429  0.4434
H 7.442 -1.241 1.611  0.4973

As for the charge: +1. The LUMO energy comes out at -3.642 eV. The calculation puts the HOMO-LUMO gap at 6.73 eV. As for the multiplicity: 1. The calculation puts the energy above the lowest of the compared OMol25 structures with the same formula, charge and spin at 38.3 kcal/mol.

***

# 6
The following is a quantum chemistry calculation of C6H13O3 in the gas phase, from the OMol25 dataset.

Each line ends with the natural charge from an NBO analysis.
CARTESIAN COORDINATES (ANGSTROEM)
H -0.545 -1.076 -1.076  0.1840
C -0.110 -0.138 -1.571  0.0970
C -0.844 0.327 -2.828  -0.6427
C -0.330 0.880 -0.448  -0.4081
C 0.274 0.459 0.903  -0.4652
C -0.704 0.648 2.014  -0.1108
O -1.460 -0.599 1.916  -0.1471
O -0.880 -1.409 0.953  -0.1591
O 1.330 -0.209 -1.758  -0.5589
C 1.860 -0.969 -2.889  -0.2618
H -1.914 0.523 -2.653  0.2180
H -0.363 1.274 -3.108  0.2111
H -0.757 -0.373 -3.666  0.2127
H 0.127 1.844 -0.707  0.2112
H -1.406 1.065 -0.358  0.1967
H 0.444 -0.638 0.845  0.2750
H 1.188 1.035 1.091  0.2070
H -0.162 0.743 2.967  0.2022
H -1.394 1.494 1.871  0.1977
H 2.920 -1.092 -2.616  0.1977
H 1.411 -1.976 -3.080  0.1730
H 1.814 -0.480 -3.896  0.1703

The LUMO energy (alpha / beta) comes out at 1.058 / -1.287 eV. The calculation puts the HOMO-LUMO gap (alpha / beta) at 10.65 / 8.16 eV. As for the multiplicity: 2. The calculation puts the energy above the lowest of the compared OMol25 structures with the same formula, charge and spin at 107.4 kcal/mol.

***

# 7
The following is a quantum chemistry calculation of a molecular structure, C33H24Cl5GeNO2PtS2, from the OMol25 dataset.

Each line ends with the natural charge from an NBO analysis.
CARTESIAN COORDINATES (ANGSTROEM)
Pt 1.846 0.025 2.339  0.7396
S 1.451 -0.648 5.576  -0.0070
C 1.315 -0.638 4.016  -0.3102
S 4.453 0.477 2.404  -0.1823
C 4.376 2.103 2.756  0.0724
N 3.835 2.507 3.944  -0.5248
C 3.623 3.786 4.327  0.0643
C 3.962 4.810 3.506  -0.3137
C 4.508 4.474 2.240  -0.1344
C 4.711 3.184 1.875  -0.2714
H 3.481 1.747 4.516  0.4439
H 3.142 3.921 5.285  0.2286
H 3.770 5.830 3.799  0.2323
H 4.744 5.268 1.541  0.2205
H 5.092 2.918 0.899  0.2410
O 2.530 -1.902 1.202  -0.7522
C 1.527 -2.148 0.458  0.7863
O 0.393 -1.668 0.606  -0.7285
C 1.699 -3.138 -0.684  -0.5044
C 0.796 -2.839 -1.885  -0.8402
Ge -0.946 -1.997 -1.550  1.6690
C -1.856 -2.271 -3.318  -0.4326
C -1.257 -2.905 -4.408  -0.2301
C -1.924 -3.067 -5.620  -0.2124
C -3.220 -2.598 -5.768  -0.2328
C -3.840 -1.962 -4.699  -0.2431
C -3.161 -1.800 -3.499  -0.1401
C -1.257 -0.079 -1.330  -0.4593
C -1.228 0.769 -2.437  -0.1450
C -1.465 2.132 -2.308  -0.2466
C -1.769 2.666 -1.063  -0.2220
C -1.817 1.834 0.048  -0.2199
C -1.551 0.477 -0.082  -0.1923
C -2.083 -3.029 -0.341  -0.4316
C -1.738 -4.321 0.055  -0.1371
C -2.571 -5.073 0.873  -0.2366
C -3.774 -4.542 1.315  -0.2253
C -4.139 -3.260 0.929  -0.2172
C -3.301 -2.517 0.108  -0.2066
H 1.466 -4.117 -0.257  0.2144
H 2.751 -3.180 -0.969  0.2165
H 0.575 -3.764 -2.426  0.2199
H 1.309 -2.190 -2.601  0.2265
H -0.244 -3.283 -4.326  0.2020
H -1.428 -3.560 -6.448  0.1989
H -3.743 -2.721 -6.709  0.2005
H -4.852 -1.587 -4.803  0.2017
H -3.662 -1.285 -2.686  0.1983
H -1.007 0.366 -3.420  0.2012
H -1.411 2.776 -3.178  0.2033
H -1.958 3.728 -0.958  0.2057
H -2.028 2.248 1.028  0.2102
H -1.529 -0.147 0.801  0.2418
H -0.803 -4.757 -0.278  0.1919
H -2.275 -6.072 1.172  0.2016
H -4.423 -5.124 1.959  0.2011
H -5.075 -2.835 1.273  0.2023
H -3.598 -1.511 -0.169  0.2102
Cl 2.078 1.282 -0.453  0.0436
C 1.604 2.463 0.737  -0.0881
C 1.363 2.012 2.041  -0.3580
C 0.967 3.008 2.932  -0.0005
Cl 0.579 2.571 4.574  -0.0073
C 0.869 4.356 2.581  -0.1197
Cl 0.440 5.551 3.761  0.0176
C 1.158 4.755 1.284  -0.1021
Cl 1.102 6.428 0.841  0.0218
C 1.520 3.792 0.347  -0.0856
Cl 1.897 4.271 -1.273  0.0317

As for the charge: -1. The LUMO energy (alpha / beta) comes out at 2.135 / 2.069 eV. The calculation puts the HOMO-LUMO gap (alpha / beta) at 6.11 / 6.48 eV. As for the multiplicity: 2. The calculation puts the energy above the lowest of the compared OMol25 structures with the same formula, charge and spin at 8.2 kcal/mol.

***

# 8
The following is a quantum chemistry calculation of C23H29N3O2 in the gas phase, from the OMol25 dataset.

Each line ends with the natural charge from an NBO analysis.
CARTESIAN COORDINATES (ANGSTROEM)
C -3.111 -4.975 -3.821  -0.6259
C -2.539 -3.739 -3.196  -0.0185
C -3.346 -2.850 -2.499  -0.2128
C -2.811 -1.718 -1.909  -0.1953
C -1.453 -1.451 -1.996  -0.0613
C -0.855 -0.228 -1.354  -0.2341
N 0.061 0.429 -2.273  -0.4520
C -0.569 0.973 -3.455  -0.2347
C 0.518 1.130 -4.513  -0.2111
N 1.612 1.894 -3.960  -0.6037
C 1.926 1.991 -2.659  0.6890
O 2.908 2.608 -2.284  -0.6471
C 0.970 1.361 -1.651  -0.1239
C 0.306 2.533 -0.864  -0.5212
C 0.093 2.194 0.599  0.6865
O -1.014 1.910 1.026  -0.6523
N 1.177 2.211 1.406  -0.4374
C 2.530 2.560 1.040  -0.4264
C 0.979 1.869 2.802  -0.2071
C 1.155 0.363 3.051  -0.4309
C 0.926 0.052 4.500  -0.0293
C -0.367 -0.120 4.981  -0.1595
C -0.591 -0.368 6.323  -0.2225
C 0.475 -0.444 7.203  -0.2213
C 1.765 -0.270 6.734  -0.2066
C 1.988 -0.021 5.391  -0.2125
C -0.642 -2.341 -2.689  -0.1470
C -1.178 -3.466 -3.283  -0.2298
H -4.179 -4.866 -3.993  0.2149
H -2.960 -5.830 -3.161  0.2205
H -2.621 -5.193 -4.767  0.2157
H -4.407 -3.043 -2.419  0.2080
H -3.456 -1.036 -1.373  0.2123
H -0.273 -0.535 -0.479  0.2106
H -1.654 0.439 -1.000  0.2007
H -1.058 1.945 -3.276  0.1725
H -1.324 0.268 -3.806  0.2295
H 0.869 0.136 -4.817  0.1927
H 0.130 1.649 -5.393  0.2015
H 2.282 2.294 -4.603  0.4070
H 1.593 0.785 -0.955  0.2278
H 0.913 3.432 -0.960  0.2428
H -0.678 2.738 -1.290  0.2344
H 2.809 3.507 1.512  0.1935
H 2.665 2.656 -0.033  0.2497
H 3.213 1.787 1.399  0.1950
H 1.689 2.437 3.409  0.1961
H -0.038 2.155 3.078  0.2355
H 2.160 0.057 2.753  0.2035
H 0.429 -0.169 2.433  0.2215
H -1.198 -0.061 4.294  0.2064
H -1.600 -0.503 6.683  0.2115
H 0.301 -0.639 8.251  0.2118
H 2.601 -0.329 7.416  0.2110
H 2.999 0.112 5.031  0.2053
H 0.416 -2.135 -2.764  0.2106
H -0.535 -4.148 -3.822  0.2063

The LUMO energy comes out at 0.752 eV. The calculation puts the HOMO-LUMO gap at 9.46 eV. As for the multiplicity: 1. The calculation puts the energy above the lowest of the compared OMol25 structures with the same formula, charge and spin at 24.7 kcal/mol.